# 1
51
Properties=species:S:1:pos:R:3 method="wB97M-V/def2-TZVPD" spin_multiplicity=1 relative_energy_kcal_mol=0.0 homo_energy_ev=-8.03 smiles="CCc1nc(N2CCN(C(=O)CCl)CC2)c2c3c(sc2n1)C[C@@H](C)CC3" fmax_ev_per_a=0.85 total_charge=0 orbital_gap_ev=8.51
C -1.00404 -4.79314 -1.24318
H -0.55610 -4.56139 -2.20665
H -1.36325 -5.81896 -1.26321
H -1.85141 -4.13044 -1.08331
C 0.02553 -4.61609 -0.12616
C 0.52324 -3.20540 -0.09974
N 1.66806 -2.94491 -0.70404
C 2.09120 -1.69615 -0.60987
C 1.39067 -0.64501 0.01729
C 0.11727 -1.02457 0.49868
N -0.25326 -2.29845 0.48197
N -0.76139 -0.11376 1.05769
C -1.22273 0.96668 0.21070
H -1.52102 1.80435 0.84960
C -2.41879 0.51826 -0.65159
N -3.47407 0.02293 0.19696
C -4.69197 0.55979 0.39862
O -5.46848 0.13159 1.23081
C -5.09299 1.75021 -0.46761
H -4.40431 2.58879 -0.36425
H -6.09686 2.05342 -0.17142
Cl -5.16342 1.30312 -2.19505
C -3.03805 -1.08909 1.02056
C -1.83957 -0.65398 1.86685
H -2.14827 0.13284 2.56249
H -1.45655 -1.50626 2.42603
H -2.73728 -1.92024 0.37668
H -3.87132 -1.39132 1.65470
H -2.09243 -0.29871 -1.30735
H -2.75716 1.34230 -1.27437
H -0.41894 1.28226 -0.45157
C 2.18261 0.54692 0.09605
C 3.39252 0.39769 -0.49900
S 3.64274 -1.18857 -1.19512
C 4.49580 1.39829 -0.52159
H 5.30430 1.03699 0.12251
C 4.00985 2.76736 -0.03097
C 3.30084 3.52216 -1.15385
H 2.83675 4.42915 -0.77275
H 4.01519 3.80361 -1.92425
H 2.53624 2.90321 -1.61584
C 3.11160 2.57097 1.19445
C 1.83950 1.80204 0.83995
H 1.19960 2.44812 0.23397
H 1.28350 1.54487 1.74380
H 3.66972 2.01692 1.95207
H 2.84308 3.54079 1.61730
H 4.88223 3.35480 0.27521
H 4.90539 1.47985 -1.53130
H -0.43674 -4.84452 0.83490
H 0.87298 -5.27936 -0.29583

# 2
50
Properties=species:S:1:pos:R:3 method="wB97M-V/def2-TZVPD" spin_multiplicity=4 relative_energy_kcal_mol=0.0 homo_energy_ev="-5.19 / -7.17" fmax_ev_per_a=2.80 total_charge=0 orbital_gap_ev="5.14 / 7.09"
C 1.06895 1.86081 0.18563
C 0.12153 1.95242 -0.87974
C -1.18697 1.79249 -0.31463
H 0.36082 2.24881 -1.90456
C -1.04805 1.58938 1.09424
C 0.34613 1.66577 1.40536
H 0.77100 1.65278 2.40999
H 2.14335 2.04271 0.08439
H -2.13356 1.92353 -0.85026
H -1.86193 1.47161 1.81049
Co -0.10546 0.07982 -0.07313
C -1.48394 -3.77961 -5.41045
H -2.19499 -3.79330 -4.57555
H -1.77829 -3.00973 -6.13528
H -0.47230 -3.57323 -5.04105
Si -0.06361 -0.80132 -2.32621
C 1.60294 -0.89009 -3.17692
C 2.37932 0.27475 -3.25755
H 2.02103 1.20774 -2.81907
C 3.61472 0.27025 -3.92229
H 4.20505 1.18772 -3.97263
C 4.08645 -0.90642 -4.51947
H 5.06131 -0.91273 -5.01869
C 3.30856 -2.06984 -4.47234
H 3.67653 -2.98370 -4.95068
C 2.06906 -2.06007 -3.81218
H 1.45793 -2.96298 -3.80196
C -1.20734 0.22030 -3.39640
C -0.80623 0.68990 -4.65684
H 0.16101 0.39831 -5.06787
C -1.63476 1.55585 -5.38726
H -1.29150 1.95098 -6.34732
C -2.89136 1.91537 -4.88745
H -3.53436 2.59798 -5.45256
C -3.32692 1.40006 -3.65969
H -4.30935 1.67104 -3.26354
C -2.49687 0.53691 -2.93433
H -2.85600 0.12680 -1.98751
H -0.56863 -2.15006 -2.58144
H -1.49315 -4.76124 -5.90486
N 1.47733 -0.82254 1.22294
N 1.11006 -1.98567 1.92805
C 0.05123 -2.69784 1.54929
N -0.13810 -3.89961 2.16723
S -0.92554 -2.01490 0.34764
H 2.10562 -0.99196 0.42409
H 1.96602 -0.16058 1.83647
H 1.74481 -2.40754 2.63173
H -0.94192 -4.48066 1.97110
H 0.38086 -4.20086 3.01026

# 3
58
Properties=species:S:1:pos:R:3 method="wB97M-V/def2-TZVPD" spin_multiplicity=2 relative_energy_kcal_mol=12.6 homo_energy_ev="-5.09 / -5.16" fmax_ev_per_a=0.45 total_charge=-1 orbital_gap_ev="6.89 / 6.57"
Cu 0.97755 -0.82404 0.96552
N -2.97722 -2.31298 0.80345
C -1.65169 -1.97469 0.68642
S -1.07805 -0.74755 1.80674
N -0.96706 -2.60074 -0.21728
N 0.36118 -2.22289 -0.23702
C 1.14309 -2.77843 -1.08818
C 2.55027 -2.49255 -1.21571
C 3.20062 -3.00338 -2.35512
C 4.51269 -2.71379 -2.63087
C 5.22805 -1.90221 -1.73968
C 4.63312 -1.42484 -0.59703
C 3.28307 -1.68583 -0.30251
O 2.76862 -1.16650 0.79079
H -3.57139 -1.64373 1.25838
H -3.36603 -2.82009 0.02609
H 0.69969 -3.49302 -1.78183
H 2.62263 -3.61781 -3.03802
H 4.98339 -3.08015 -3.53270
H 6.23827 -1.59380 -1.97667
H 5.17242 -0.77581 0.07992
N 1.08080 1.14396 -0.15495
C 2.25094 1.34908 -0.95483
C 2.29973 0.85944 -2.25043
C 3.46322 0.98945 -2.99868
C 4.57978 1.60183 -2.45364
C 4.52261 2.10002 -1.15793
C 3.36498 1.97333 -0.40898
S 6.12107 1.70488 -3.37115
O 6.54083 3.08858 -3.21113
O 5.76208 1.32681 -4.72981
O 6.99019 0.74669 -2.69446
H 0.98221 1.86039 0.55573
H 0.23300 1.14607 -0.71058
H 1.43159 0.35736 -2.66595
H 3.52823 0.61061 -4.00977
H 5.39876 2.58356 -0.74548
H 3.32434 2.34081 0.61130
C -3.70305 6.79532 0.87242
C -4.62948 5.58844 0.95065
N -3.95585 4.31943 0.67461
C -2.91294 3.86065 1.44758
S -1.64232 3.03577 0.76441
N -3.02945 4.11308 2.76916
C -2.13398 3.54966 3.77094
C -2.56357 2.15894 4.21440
H -4.26381 7.72099 1.00716
H -3.20599 6.83094 -0.09753
H -2.93226 6.74216 1.64130
H -5.43431 5.67521 0.22085
H -5.11413 5.54232 1.92777
H -3.74379 4.17103 -0.30169
H -3.95031 4.36375 3.09270
H -2.09893 4.24485 4.61168
H -1.14415 3.50851 3.32162
H -3.59375 2.16341 4.57768
H -1.92112 1.80145 5.01996
H -2.48394 1.45918 3.38190

# 4
75
Properties=species:S:1:pos:R:3 method="wB97M-V/def2-TZVPD" spin_multiplicity=1 homo_energy_ev=-5.57 fmax_ev_per_a=1.52 total_charge=-1 orbital_gap_ev=7.35
C -1.02562 -3.77939 -7.11415
C 0.29537 -3.15705 -6.76942
I 1.73220 -4.55143 -6.12469
C 0.58638 -1.85987 -6.88556
I -0.89561 -0.55475 -7.63566
S 2.13070 -1.00497 -6.53894
O 1.72446 0.36651 -6.26314
O 2.92658 -1.14960 -7.72448
N 2.87305 -1.59881 -5.25250
S 2.03713 -1.39941 -3.89811
O 2.74188 -2.06857 -2.83859
O 0.62728 -1.72050 -3.95693
P 2.14839 0.73034 -3.37926
S 2.89117 1.00124 -1.60299
H -1.08047 -4.79236 -6.73528
H -1.85401 -3.19150 -6.73521
H -1.10038 -3.80093 -8.20118
H 2.95009 1.32399 -4.35623
H 0.84070 1.22194 -3.49943
C 0.12559 4.20804 4.42947
C 0.71845 2.88114 4.00567
O 0.13835 2.41360 2.77506
C 0.59386 2.97776 1.66293
O 1.42862 3.82615 1.58309
C -0.10080 2.33418 0.45217
F -1.43123 2.26304 0.63899
F 0.35255 1.09579 0.27871
F 0.10545 3.03403 -0.65181
H -0.96044 4.13239 4.49818
H 0.52312 4.50423 5.39702
H 0.35701 4.98240 3.70497
H 0.49588 2.11118 4.74174
H 1.80189 2.93804 3.90580
C -1.17263 -1.59120 1.43372
C -0.54463 -2.38653 2.55372
O -0.80160 -1.78234 3.84425
C -1.99025 -1.99545 4.37078
O -2.88433 -2.64123 3.91165
C -2.06874 -1.30301 5.74390
F -1.61345 -0.04734 5.68714
F -1.32818 -1.96870 6.64061
F -3.31970 -1.26870 6.18695
H -0.83657 -0.55802 1.47093
H -0.89800 -2.01547 0.46892
H -2.25974 -1.58613 1.51082
H 0.53754 -2.39236 2.44991
H -0.88183 -3.42234 2.55774
C -0.38479 11.08788 3.50686
C -1.67284 10.29632 3.56661
O -1.45782 8.97734 4.10514
C -1.34684 8.89276 5.41975
O -1.41078 9.78895 6.20644
C -1.15433 7.42003 5.82007
F -0.22839 6.82911 5.06107
F -2.30178 6.74700 5.67297
F -0.77923 7.31641 7.08909
H 0.37091 10.54157 2.94225
H -0.55743 12.05032 3.02687
H 0.01394 11.26714 4.50435
H -2.06690 10.13755 2.56581
H -2.43766 10.81103 4.14684
C 1.04738 -8.92054 -1.13371
C 1.91142 -8.58068 -2.32857
O 1.29203 -8.99033 -3.56357
C 0.33674 -8.18813 -4.01655
O -0.05174 -7.18560 -3.50464
C -0.19137 -8.72203 -5.35971
F -0.44491 -10.03645 -5.29214
F 0.71140 -8.52695 -6.32386
F -1.31271 -8.10393 -5.70416
H 0.80647 -9.98448 -1.12792
H 1.56848 -8.67062 -0.21031
H 0.10850 -8.36950 -1.15869
H 2.85212 -9.12475 -2.28372
H 2.14464 -7.51742 -2.36787

# 5
59
Properties=species:S:1:pos:R:3 method="wB97M-V/def2-TZVPD" spin_multiplicity=1 homo_energy_ev=-6.07 fmax_ev_per_a=0.85 total_charge=-1 orbital_gap_ev=8.19
C 4.67663 -2.05374 1.77839
O 3.62737 -1.11778 1.68719
C 3.25812 -0.80200 0.34399
C 2.06344 0.14013 0.37635
C 2.44395 1.63252 0.33208
C 1.77618 2.50786 1.39975
C 0.45728 3.14096 0.90979
C -0.67316 2.14276 0.87966
C -1.15576 1.56803 2.05315
C -2.14554 0.60111 2.03735
C -2.70661 0.18730 0.83088
C -2.24043 0.77344 -0.34596
C -1.23125 1.72918 -0.32267
S -2.96951 0.30172 -1.88197
C -3.17747 -1.40965 -1.54836
C -2.99310 -2.33742 -2.56832
C -3.18535 -3.68416 -2.29289
C -3.49652 -4.08864 -1.00698
C -3.64397 -3.16358 0.02411
N -3.92850 -3.60920 1.33736
C -3.53359 -1.79930 -0.26042
N -3.75300 -0.78441 0.71442
P -5.16661 -0.83057 1.67854
C -4.60397 -1.21395 3.40682
O -5.36867 0.80136 1.88266
H 4.37811 -2.87345 2.43876
H 4.93004 -2.47611 0.80195
H 5.57544 -1.58470 2.19164
H 3.00997 -1.72647 -0.19212
H 4.09681 -0.33718 -0.18062
H 1.48301 -0.09200 1.27200
H 1.44550 -0.09963 -0.49216
H 3.52569 1.71397 0.46382
H 2.25248 2.03414 -0.66419
H 1.56608 1.91296 2.29254
H 2.45357 3.31556 1.68635
H 0.19085 3.99029 1.54361
H 0.62158 3.49913 -0.10867
H -0.73244 1.88032 3.00175
H -2.47840 0.18114 2.96941
H -0.88388 2.14421 -1.26298
H -2.70505 -1.98798 -3.55178
H -3.04772 -4.41189 -3.08188
H -3.60369 -5.14546 -0.78788
H -3.39974 -3.07104 2.01461
H -3.64135 -4.57324 1.44822
H -5.35317 -1.89462 3.81789
H -3.62660 -1.68937 3.44255
H -4.59069 -0.30101 4.00144
H -6.25673 1.03205 1.59269
N 3.88416 2.32158 -4.18388
S 4.84714 3.32818 -4.95686
O 5.90015 2.69043 -5.67878
O 5.13139 4.53936 -4.25825
F 3.79741 3.74774 -6.06960
S 4.48519 1.57417 -2.94359
O 3.61575 0.52079 -2.51850
O 5.06235 2.40982 -1.93710
F 5.73681 0.79638 -3.55528

# 6
53
Properties=species:S:1:pos:R:3 method="wB97M-V/def2-TZVPD" spin_multiplicity=1 relative_energy_kcal_mol=0.0 homo_energy_ev=-17.09 fmax_ev_per_a=1.31 total_charge=+3 orbital_gap_ev=5.93
Ir 0.11484 0.00997 0.01456
C -3.24070 -4.13215 1.08989
C -2.42181 -3.22160 1.91986
N -2.33111 -3.20821 3.20651
N -1.47047 -2.19406 3.51542
C -1.01660 -1.56862 2.44689
S 0.06405 -0.23983 2.35474
N -1.60381 -2.19839 1.41616
N -1.36534 -1.82319 0.09306
H -3.77733 -4.81195 1.74719
H -2.61883 -4.72132 0.41257
H -3.96845 -3.57685 0.49448
H -1.26212 -2.00537 4.48840
H -2.24518 -1.57694 -0.36329
H -0.95926 -2.60571 -0.42109
O -0.36387 0.02738 -2.17342
C -0.92327 1.25265 -2.66820
C -1.42874 2.03720 -1.50801
C -2.22578 3.14801 -1.71819
C -2.65714 3.89270 -0.63447
C -2.28361 3.50304 0.64729
C -1.49160 2.39025 0.79754
N -1.07226 1.66993 -0.26520
H 0.21310 -0.36283 -2.84544
H -1.73484 1.03149 -3.36206
H -0.17224 1.83611 -3.20577
H -2.49500 3.42422 -2.72951
H -3.27461 4.76850 -0.78645
H -2.60085 4.05885 1.51805
H -1.17777 2.06103 1.77520
C 8.60680 -0.44828 -0.55302
C 7.15772 -0.23140 -0.31224
C 6.19578 -0.66338 -1.24100
C 4.85795 -0.45162 -1.05285
C 3.89748 -0.92950 -2.10097
C 4.43207 0.23150 0.14544
C 3.11012 0.51788 0.42423
O 2.08512 0.16710 -0.29299
C 5.41158 0.66626 1.11492
C 5.04090 1.36488 2.39452
C 6.73056 0.41563 0.85957
H 8.81791 -0.80300 -1.55780
H 8.98820 -1.18462 0.16229
H 9.17282 0.46306 -0.35270
H 6.52446 -1.17558 -2.13642
H 4.43464 -1.36811 -2.93741
H 3.28554 -0.10394 -2.46957
H 3.22050 -1.68245 -1.69105
H 2.92884 1.10926 1.31967
H 4.33765 0.78192 2.99148
H 4.59161 2.34260 2.20378
H 5.92620 1.53159 3.00147
H 7.47576 0.72527 1.58176

# 7
53
Properties=species:S:1:pos:R:3 method="wB97M-V/def2-TZVPD" spin_multiplicity=1 homo_energy_ev=-15.96 fmax_ev_per_a=0.59 total_charge=+2 orbital_gap_ev=7.29
V -0.29581 -0.23338 -0.11386
O -3.26473 0.30773 1.82793
C -2.08794 0.29359 1.84761
O -1.37557 -0.72979 1.16015
C -1.12967 1.20927 2.57322
C 0.13680 0.39424 2.90473
C 1.02517 1.09372 3.91660
C 1.59288 2.26875 3.09149
C 0.95981 2.03300 1.73034
O 0.86217 0.56412 1.62827
C -0.54534 2.38077 1.70574
C -0.83389 2.46111 0.20790
O -0.56850 3.45439 -0.40483
O -1.24079 1.33695 -0.41141
H -1.63452 1.59667 3.45535
H -0.02856 -0.66156 3.08733
H 0.45747 1.40924 4.78948
H 1.81290 0.42388 4.25381
H 1.31286 3.24637 3.47878
H 2.67855 2.23396 3.02960
H 1.51649 2.43050 0.88842
H -0.75396 3.35842 2.13113
C -1.14669 -0.45501 -2.95840
N -1.77569 -0.80298 -1.65712
C -3.08699 -0.10363 -1.56954
C -2.05681 -2.26601 -1.59786
C -0.78469 -2.92777 -1.20314
C -0.47552 -4.27609 -1.17582
C 0.73077 -4.67377 -0.60419
C 1.62078 -3.75489 -0.05583
C 1.33640 -2.39340 -0.08897
C 0.12770 -2.03785 -0.67555
H -1.85405 -0.65531 -3.76517
H -0.24673 -1.04674 -3.11452
H -0.90557 0.60605 -2.96164
H -3.76861 -0.57857 -2.27808
H -2.97746 0.94186 -1.82971
H -3.49228 -0.19462 -0.56500
H -2.47118 -2.60938 -2.54797
H -2.80253 -2.42945 -0.81665
H -1.16613 -5.01238 -1.56617
H 0.98222 -5.72571 -0.57874
H 2.55438 -4.09248 0.37325
H 2.04245 -1.67644 0.31198
C 1.71891 2.27907 -2.47403
C 2.11832 1.28869 -1.43825
N 3.35760 1.26799 -1.00469
O 1.28271 0.44254 -0.98993
H 1.62088 1.74761 -3.42401
H 2.45832 3.06764 -2.59033
H 0.75410 2.71765 -2.21674
H 4.04443 1.90693 -1.37718
H 3.66514 0.57452 -0.33780

# 8
52
Properties=species:S:1:pos:R:3 method="wB97M-V/def2-TZVPD" spin_multiplicity=1 relative_energy_kcal_mol=514.8 homo_energy_ev=-8.68 fmax_ev_per_a=16.77 total_charge=0 orbital_gap_ev=9.19
C -4.15707 -2.81415 0.69553
C -4.55934 -1.51394 0.13317
N -5.81759 -1.08561 0.13376
O -6.03471 0.05219 -0.35980
C -4.85725 0.36701 -0.82149
C -4.00562 -0.51045 -0.34027
S -2.30753 -0.39046 -0.52526
O -1.62023 -1.53267 -0.66596
O -2.08938 0.44535 -2.03343
N -1.77554 0.76102 0.52252
C -0.71733 1.82860 0.26918
H -0.86085 2.06308 -0.88380
C 0.67472 0.67773 0.32910
C 0.71899 0.38613 1.90694
C -0.53427 -0.59538 1.99827
C -1.87294 0.18106 1.97833
H -2.64345 -0.59582 1.97598
H -1.94402 0.97335 2.65894
H -0.42380 -0.82537 3.09460
H -0.52913 -1.39516 1.57706
H 1.56405 -0.28919 1.92199
H 0.59620 1.23083 2.72790
C 1.82778 1.91648 0.30157
O 1.79209 2.97576 0.87884
N 2.84808 1.44756 -0.71152
H 2.89423 0.33456 -0.76754
C 4.12161 1.77318 -0.64935
H 4.45839 2.02552 -1.72381
H 3.85744 2.97333 -0.29930
C 5.23389 1.34688 0.34830
C 5.42528 0.03718 -0.05450
C 6.22875 -0.50537 -1.15525
C 6.44820 -1.78274 -1.30233
C 5.70221 -2.90625 -0.62120
C 4.84480 -2.45118 0.42671
C 4.76693 -0.83866 0.75426
H 4.09762 -0.73034 1.35005
H 4.33478 -3.10553 1.25930
H 5.82833 -3.78256 -0.81213
H 6.96680 -1.99661 -2.02334
H 6.88391 0.18561 -1.43560
H 5.98296 2.01700 0.34991
H 4.78923 1.48643 1.34240
H 0.63516 -0.10543 -0.25092
H -0.77688 2.55986 0.84254
C -4.57175 1.83687 -1.24305
H -5.54771 2.08019 -1.72128
H -4.41984 2.47152 -0.39109
H -3.84041 1.99918 -1.99901
H -3.33973 -2.91331 0.26644
H -4.14232 -2.77626 1.65154
H -4.85509 -3.56379 0.24131

So what do the calculations give for total energy? Going down the list: -51476.1934; -80915.8676; -114388.2921; -136776.2109; -84096.6695; -45300.7226; -61047.1094; -43584.6112 eV.